C36H69Br15NO4 | ωB97M-V with the def2-TZVPD basis set

**DFT total energy**: -1098772.2437 eV
**Charge**: -1
**E_HOMO**: -4.90 eV
**LUMO level**: 1.6 eV

Last column: Mulliken charge in e.
CARTESIAN COORDINATES (ANGSTROEM)
C -5.600 -1.749 3.885  -1.1940
C -4.877 -1.676 2.516  1.3504
C -4.881 -0.266 1.889  -0.0128
C -5.980 -0.023 0.861  -0.8225
C -5.866 -0.898 -0.399  -0.3821
C -4.465 -1.059 -0.996  1.0750
C -4.019 0.024 -1.991  -1.4214
C -3.769 1.445 -1.421  0.0328
C -2.932 2.283 -2.398  -0.3454
C -1.382 2.204 -2.230  -0.2687
C -0.816 1.157 -1.265  1.3338
C 0.717 1.409 -1.132  -2.3739
C 1.397 0.901 0.147  1.7532
C 1.488 1.998 1.222  -1.5801
C 0.196 2.430 1.902  -0.2612
O -0.122 3.783 1.436  -0.2394
C -1.248 4.336 1.904  0.2086
O -1.727 4.102 2.994  -0.6476
C -1.901 5.292 0.922  0.8384
C -3.373 4.931 0.685  -1.0167
N 0.748 -0.275 0.754  0.7687
C 0.817 -1.486 -0.048  -1.3044
C -0.082 -2.651 0.471  0.1707
C -1.150 -2.227 1.479  -0.9411
Br -0.894 -3.650 -0.997  -0.1585
C 2.901 0.534 -0.215  0.0474
O 3.798 0.878 0.603  -0.8266
O 3.086 -0.105 -1.313  -0.7590
H -6.098 -0.809 4.132  0.3468
H -6.351 -2.544 3.889  0.2225
H -4.888 -1.966 4.683  0.3638
H -3.834 -1.947 2.713  -0.0309
H -5.264 -2.455 1.846  -1.1245
H -5.049 0.432 2.713  0.6428
H -3.883 -0.039 1.507  -0.6917
H -6.931 -0.286 1.347  0.4597
H -6.065 1.044 0.630  0.3597
H -6.585 -0.536 -1.142  0.3799
H -6.212 -1.889 -0.105  0.0437
H -4.453 -1.997 -1.560  -0.0954
H -3.698 -1.164 -0.223  -0.7691
H -4.816 0.173 -2.734  0.3578
H -3.141 -0.307 -2.555  0.4405
H -3.381 1.438 -0.401  -0.1603
H -4.760 1.914 -1.347  0.7055
H -3.227 2.066 -3.431  0.4895
H -3.195 3.339 -2.264  -0.6022
H -0.978 1.936 -3.215  0.2677
H -0.970 3.190 -1.997  -0.0504
H -0.929 0.175 -1.729  0.3040
H -1.239 1.206 -0.262  -0.5840
H 1.227 1.031 -2.016  0.6029
H 0.827 2.500 -1.126  0.5146
H 1.963 2.864 0.753  0.6051
H 2.181 1.670 1.995  -0.1716
H -0.640 1.739 1.783  0.0922
H 0.368 2.509 2.980  0.4513
H -1.794 6.327 1.250  0.3075
H -1.372 5.179 -0.028  -0.4930
H -4.047 5.576 1.252  0.3499
H -3.572 3.918 1.005  0.1874
H -3.612 5.031 -0.375  0.1261
H 1.174 -0.457 1.657  -0.0583
H 0.569 -1.287 -1.092  0.5509
H 1.836 -1.895 -0.080  0.3799
H 0.595 -3.339 0.981  0.3928
H -0.658 -1.903 2.399  0.0954
H -1.858 -3.036 1.666  0.5065
H -1.674 -1.348 1.097  -0.0286
Br 1.466 -0.412 4.179  -0.1214
C 2.585 1.037 4.829  -0.5637
C 3.712 0.534 5.688  -0.6278
Br 3.094 0.027 7.466  -0.1848
H 1.930 1.727 5.351  0.4860
H 2.982 1.516 3.934  0.3723
H 4.445 1.321 5.854  0.3861
H 4.204 -0.336 5.267  0.4011
Br 6.370 1.988 8.380  -0.1239
C 6.372 0.232 9.213  -0.4565
C 7.700 -0.458 9.055  -0.5785
Br 7.939 -1.149 7.252  -0.1343
H 5.553 -0.323 8.770  0.2046
H 6.161 0.412 10.266  0.3373
H 7.754 -1.327 9.707  0.3445
H 8.541 0.198 9.253  0.3839
Br -6.874 -4.012 -2.577  -0.1374
C -5.692 -5.217 -1.606  -0.4129
C -6.328 -5.694 -0.329  -0.6184
Br -6.281 -4.306 1.034  0.0028
H -4.758 -4.686 -1.444  0.1790
H -5.521 -6.049 -2.279  0.3411
H -5.776 -6.532 0.092  0.3367
H -7.367 -5.977 -0.466  0.3913
Br 5.714 2.472 -4.043  -0.1862
C 5.439 0.659 -3.370  -0.3534
C 6.689 -0.162 -3.482  -0.5126
Br 7.030 -0.738 -5.320  -0.1985
H 4.604 0.243 -3.922  0.3938
H 5.148 0.770 -2.325  0.1111
H 6.585 -1.081 -2.910  0.3776
H 7.576 0.371 -3.158  0.3964
Br -2.803 5.838 -2.542  -0.0520
C -1.541 7.207 -3.099  -0.6301
C -0.158 6.629 -3.250  -0.6281
Br 0.672 6.311 -1.522  -0.0924
H -1.584 8.000 -2.360  0.3816
H -1.909 7.579 -4.053  0.3871
H 0.494 7.330 -3.766  0.3729
H -0.159 5.679 -3.775  0.3526
Br 12.692 -0.697 -8.080  -0.1646
C 10.820 -0.711 -7.537  -0.5859
C 10.534 0.312 -6.472  -0.4197
Br 11.182 -0.255 -4.731  -0.1218
H 10.596 -1.721 -7.214  0.3713
H 10.258 -0.483 -8.440  0.3531
H 9.460 0.434 -6.349  0.1491
H 10.990 1.274 -6.680  0.3925
Br -2.430 -6.028 -3.443  -0.1384
C -1.515 -7.733 -3.221  -0.5690
C -2.349 -8.780 -2.535  -0.5925
Br -2.448 -8.494 -0.615  -0.1316
H -0.594 -7.522 -2.687  0.3836
H -1.284 -8.053 -4.235  0.3311
H -1.888 -9.759 -2.647  0.3509
H -3.369 -8.813 -2.905  0.3550

Cartesian forces (eV/Å) of the 3 atoms listed first:
-0.10 -0.20 -0.33
0.37 0.08 0.46
-0.11 -0.05 0.43



C16H48BrN4O4 | ωB97M-V with the def2-TZVPD basis set

**ΔE to the lowest compared entry with this formula, charge and spin**: 420.54 kJ/mol
**DFT total energy**: -101534.9931 eV
**Charge**: +3
**E_HOMO**: -11.46 eV
**LUMO level**: -5.8 eV

Last column: Mulliken charge in e.
CARTESIAN COORDINATES (ANGSTROEM)
C -2.736 6.030 -0.183  -1.3633
C -1.360 6.616 -0.658  -0.0172
C -1.626 8.103 -1.157  -0.6349
O -0.532 8.939 -1.161  -0.3565
C 0.551 8.620 -2.105  -0.7191
N -0.398 6.549 0.502  -0.2418
H 0.411 7.151 0.441  0.3188
H -0.784 6.891 1.370  0.3587
H 0.055 5.646 0.498  0.3820
H -3.120 6.828 0.453  0.4050
H -2.567 5.095 0.351  0.4098
H -3.477 5.860 -0.965  0.3568
H -0.866 5.909 -1.324  0.3704
H -2.226 8.563 -0.372  0.3535
H -2.266 8.208 -2.033  0.4788
H 1.336 9.368 -1.990  0.2946
H 0.266 8.564 -3.156  0.3215
H 1.073 7.685 -1.902  0.2736
C -0.125 -5.706 0.612  -1.3661
C 1.022 -6.786 0.217  0.1037
C 0.671 -8.203 0.860  -0.7081
O -0.378 -8.847 0.197  -0.3827
C -1.216 -9.709 1.015  -0.6682
N 1.173 -6.799 -1.318  -0.2448
H 1.886 -6.138 -1.592  0.3610
H 1.325 -7.719 -1.708  0.3298
H 0.435 -6.302 -1.794  0.3521
H -1.149 -5.871 0.277  0.3702
H 0.028 -4.792 0.038  0.4625
H 0.042 -5.542 1.676  0.3700
H 1.947 -6.450 0.687  0.2883
H 0.530 -8.030 1.926  0.4609
H 1.628 -8.722 0.920  0.4185
H -1.854 -9.088 1.645  0.2657
H -0.404 -10.156 1.589  0.3393
H -1.719 -10.415 0.353  0.2476
C -3.302 -0.289 6.124  -1.5386
C -2.546 -0.911 7.345  0.1910
C -3.127 -2.372 7.746  -0.7675
O -2.272 -2.944 8.804  -0.3483
C -2.571 -4.272 9.288  -0.6814
N -1.141 -1.002 6.831  -0.2602
H -0.721 -0.162 7.201  0.3403
H -0.715 -1.834 7.215  0.3154
H -1.072 -0.936 5.826  0.3517
H -3.543 -0.981 5.317  0.4383
H -2.850 0.587 5.660  0.4656
H -4.317 -0.104 6.475  0.3846
H -2.342 -0.248 8.186  0.3860
H -3.215 -3.042 6.891  0.4206
H -4.153 -2.218 8.082  0.4457
H -2.513 -4.893 8.395  0.3106
H -3.594 -4.319 9.661  0.2885
H -1.718 -4.520 9.920  0.2556
C 3.527 3.403 -5.806  -1.3028
C 2.553 2.390 -6.319  0.0604
C 2.665 2.191 -7.844  -0.6705
O 4.003 1.642 -8.019  -0.3073
C 4.481 1.705 -9.362  -0.8331
N 2.683 0.984 -5.573  -0.2549
H 3.628 0.629 -5.590  0.3489
H 2.294 1.235 -4.676  0.3811
H 2.067 0.374 -6.093  0.3256
H 3.459 4.365 -6.315  0.3733
H 4.521 3.023 -6.045  0.3626
H 3.380 3.628 -4.750  0.3873
H 1.540 2.723 -6.090  0.3764
H 2.492 3.111 -8.404  0.4278
H 1.924 1.455 -8.157  0.3750
H 5.274 1.015 -9.648  0.2768
H 4.798 2.718 -9.610  0.3344
H 3.707 1.556 -10.114  0.3380
Br 1.139 0.965 1.239  -0.9873

Cartesian forces (eV/Å) of the 3 atoms listed first:
1.28 0.67 0.10
-1.44 -0.07 -1.01
-0.03 -0.59 1.44



C38H35BCl3NO | ωB97M-V with the def2-TZVPD basis set

**DFT total energy**: -81757.3840 eV
**E_HOMO**: -7.98 eV
**LUMO level**: -1.4 eV

Last column: Mulliken charge in e.
CARTESIAN COORDINATES (ANGSTROEM)
Cl 1.571 4.093 -2.663  -0.3570
B 1.600 2.262 -2.882  0.7722
Cl -0.085 1.579 -3.402  -0.2521
Cl 2.815 1.824 -4.221  -0.2942
O 1.956 1.662 -1.541  -0.5440
C 2.075 0.361 -1.425  0.9229
C 3.214 -0.318 -2.037  1.0497
C 3.079 -1.652 -2.464  -0.0282
C 4.217 -2.389 -2.789  -0.7370
C 5.488 -1.812 -2.700  -0.5842
C 5.625 -0.451 -2.399  -0.5110
C 4.490 0.308 -2.131  -0.6102
H 1.124 -0.185 -1.400  -0.8949
H 2.069 -2.100 -2.495  0.1657
H 4.120 -3.431 -3.106  0.4202
H 6.401 -2.405 -2.871  0.3741
H 6.613 0.040 -2.388  0.4013
H 4.556 1.377 -1.933  0.4965
C -6.468 -0.145 2.218  -0.5120
C -5.834 1.038 1.820  -1.0232
C -4.569 0.983 1.222  -0.1287
C -3.880 -0.239 1.102  -1.5048
C -2.438 -0.281 0.569  4.8998
C -2.496 -0.686 -0.913  -0.5800
C -3.680 -0.820 -1.653  -0.6015
C -3.659 -1.457 -2.900  -0.9602
C -2.450 -1.888 -3.453  -0.8918
C -1.254 -1.609 -2.790  -0.6428
C -1.294 -1.006 -1.534  1.4520
C -1.807 1.087 0.808  -2.0547
C -1.192 1.849 -0.188  0.5278
C -0.486 3.001 0.173  -0.4348
C -0.489 3.450 1.491  -0.3823
C -1.187 2.742 2.474  -1.3330
C -1.866 1.572 2.133  0.5387
C -1.535 -1.300 1.363  -0.6164
C -1.847 -2.786 1.114  -1.0631
C -0.535 -3.556 1.233  -1.2061
C 0.568 -2.539 0.959  -0.3404
N -0.071 -1.227 1.129  -0.2244
C 0.723 -0.127 1.193  1.3211
C 2.045 -0.087 0.757  -1.0795
C 2.976 0.871 1.370  0.3130
C 4.309 1.011 0.934  -0.3822
C 5.059 2.136 1.283  -0.6721
C 4.528 3.105 2.160  -0.6075
C 3.255 2.900 2.714  -0.6913
C 2.528 1.762 2.369  -0.4719
C -4.591 -1.417 1.351  -0.0636
C -5.848 -1.371 1.968  -1.1494
H -7.447 -0.101 2.695  0.3788
H -6.311 2.009 1.972  0.4142
H -4.112 1.919 0.880  0.5123
H -4.629 -0.469 -1.245  0.4869
H -4.599 -1.629 -3.425  0.4056
H -2.445 -2.426 -4.398  0.4179
H -0.292 -1.868 -3.226  0.3122
H -0.389 -0.757 -0.995  -0.6221
H -1.230 1.554 -1.241  0.3204
H 0.065 3.540 -0.598  0.1741
H 0.062 4.351 1.759  0.4672
H -1.196 3.079 3.512  0.3532
H -2.414 1.004 2.895  0.4037
H -1.674 -1.081 2.436  0.6903
H -2.575 -3.167 1.834  0.5854
H -2.249 -2.910 0.102  0.4659
H -0.420 -3.956 2.246  0.3373
H -0.478 -4.403 0.545  0.4327
H 1.424 -2.654 1.643  0.5733
H 0.958 -2.639 -0.073  0.0198
H 0.264 0.761 1.648  -0.8280
H 2.479 -0.980 0.313  0.9871
H 4.727 0.268 0.252  0.7040
H 6.064 2.280 0.872  0.4023
H 5.106 3.997 2.419  0.3736
H 2.827 3.620 3.423  0.4142
H 1.554 1.609 2.834  0.5729
H -4.176 -2.374 1.044  0.6082
H -6.341 -2.304 2.246  0.4121

Cartesian forces (eV/Å) of the 3 atoms listed first:
-0.05 -0.22 0.10
-0.13 0.16 -0.09
0.33 0.15 -0.02



CH3Br2OP | ωB97M-V with the def2-TZVPD basis set

**ΔE to the lowest compared entry with this formula, charge and spin**: 621.36 kJ/mol
**DFT total energy**: -152502.4107 eV
**E_HOMO (alpha / beta)**: -10.00 / -10.00 eV
**LUMO level (alpha / beta)**: -2.1 / -2.0 eV

Last column: Mulliken charge in e.
CARTESIAN COORDINATES (ANGSTROEM)
C 0.208 0.164 0.436  -0.8847
O 1.914 -0.103 3.201  -0.4444
P 1.996 -0.149 0.657  0.5220
Br 2.818 1.719 -0.190  -0.1257
Br 2.927 -1.683 -0.523  -0.1118
H 0.258 1.057 1.063  0.3159
H -0.244 0.302 -0.487  0.3843
H -0.380 -0.524 1.020  0.3444

Cartesian forces (eV/Å) of the 3 atoms listed first:
1.28 -0.37 1.92
0.21 -0.13 -3.20
-0.58 0.97 3.31



> Look up the DFT total energy of the second one.

-101534.9931 eV